[1]
22
Properties=species:S:1:pos:R:3:forces:R:3:mulliken_charge:R:1 method="wB97M-V/def2-TZVPD" molar_mass_g_mol=116.184 spin_multiplicity=1 homo_lumo_gap_ev=9.19 e_homo_ev=-13.64 fmax_ha_per_bohr=0.097 total_charge=+1 e_above_lowest_kcal_mol=101.3
C -0.2583 -0.7324 -1.5406 -0.503 1.538 1.162 0.13
C -0.5159 -0.3515 -0.2895 0.810 -0.218 -0.618 0.40
C -1.4138 -1.2233 -2.3733 3.163 -3.255 -2.044 -1.18
C 0.6779 2.3970 0.1734 0.424 -1.068 -3.050 -1.04
C 2.0138 0.6659 1.0935 2.131 1.171 0.402 -0.83
C -1.1775 -1.7239 1.4653 -0.876 -2.699 1.487 -0.59
N 0.7170 1.1859 0.8938 -3.405 -1.483 -0.400 -0.24
O -1.2846 -0.5905 0.6668 -1.314 2.085 -0.784 -0.31
H 0.6028 -0.3736 -2.0491 0.800 0.149 -0.126 0.38
H -1.5436 -0.6778 -3.2751 -0.349 1.235 -0.313 0.35
H -2.2170 -1.3312 -1.7716 -2.996 -0.138 1.420 0.38
H -1.2153 -2.2750 -2.8749 -0.013 1.694 1.436 0.32
H -0.3071 2.6275 -0.1518 -0.966 0.214 -0.112 0.34
H 1.0840 3.2165 0.6599 1.062 1.589 1.059 0.39
H 1.2485 2.1230 -0.7322 -0.091 1.022 0.047 0.36
H 2.5660 1.2928 1.8137 0.018 -0.071 -0.108 0.36
H 1.9996 -0.3133 1.5223 0.092 -0.769 -0.228 0.31
H 2.5869 0.7957 0.1243 -0.685 -0.764 1.080 0.28
H -0.8860 -2.5777 0.7930 0.184 0.680 1.050 0.34
H -2.2189 -1.9894 1.9038 1.796 0.800 -0.789 0.25
H -0.4821 -1.4519 2.2955 -0.417 -0.775 -0.648 0.29
H 0.0235 1.3073 1.6528 1.136 -0.937 0.075 0.30



[2]
50
Properties=species:S:1:pos:R:3:forces:R:3:mulliken_charge:R:1 method="wB97M-V/def2-TZVPD" molar_mass_g_mol=722.556 spin_multiplicity=2 homo_lumo_gap_ev="6.74 / 6.04" e_homo_ev="-4.71 / -4.71" fmax_ha_per_bohr=0.016 total_charge=-1 e_above_lowest_kcal_mol=41.8
Ir -0.7449 0.1990 0.0461 0.044 0.263 0.066 1.63
O 0.7960 -0.4237 3.6334 0.148 0.023 -0.174 -0.47
C -0.2049 0.1223 4.4445 -0.045 0.058 0.100 -1.32
C -1.6495 -0.0632 3.9404 -0.185 -0.039 -0.139 2.70
C -2.5007 -0.1284 5.2200 -0.084 -0.005 -0.013 -1.28
O -3.9033 -0.1988 4.9950 0.023 0.000 0.028 -0.55
C -1.8006 -1.4070 3.2129 0.104 0.078 0.046 -1.35
Se -1.7256 -1.5317 1.2591 -0.031 -0.191 0.229 -0.15
C -2.1728 1.1158 3.1012 0.205 -0.071 0.125 -1.99
Se -0.9476 1.9130 1.7995 -0.088 -0.205 -0.106 -0.34
H 1.0623 0.2171 2.9551 -0.040 0.009 -0.096 0.25
H -0.0322 1.1870 4.6436 0.015 0.013 -0.033 0.35
H -0.1184 -0.4075 5.4006 -0.037 0.033 0.037 0.44
H -2.2596 0.7408 5.8475 0.001 0.002 0.014 0.42
H -2.2471 -1.0283 5.7843 -0.004 -0.006 -0.005 0.46
H -4.1468 0.5311 4.4160 0.004 -0.007 -0.002 0.37
H -2.7894 -1.8196 3.4244 -0.003 0.020 -0.002 0.48
H -1.0526 -2.1097 3.5786 0.014 0.029 0.020 0.39
H -2.4122 1.9548 3.7638 0.019 -0.018 0.023 0.50
H -3.0829 0.8229 2.5744 0.021 0.006 -0.036 0.53
C 2.6202 5.0616 -3.6389 0.013 0.004 -0.002 -1.65
C 2.5049 3.8795 -2.7141 0.076 0.002 -0.063 1.35
C 3.6122 2.9926 -2.5872 -0.001 -0.001 0.034 -0.86
C 3.5831 1.9414 -1.6543 -0.004 0.026 -0.016 -0.14
C 2.4780 1.7165 -0.8958 0.101 0.134 -0.049 -0.84
C 1.2113 2.4869 -1.0667 -0.001 0.118 0.040 1.19
C 1.3838 3.6608 -1.9905 -0.146 -0.109 0.071 -1.56
S 2.4716 0.4798 0.3428 -0.123 -0.341 0.061 1.37
O 3.6440 -0.3363 0.1505 0.073 0.099 0.053 -0.80
O 2.3047 1.1942 1.5815 -0.063 0.030 0.064 -0.75
N 1.1844 -0.4262 0.0605 -0.040 -0.192 -0.071 -0.54
C 1.3735 -1.6608 -0.7154 -0.069 0.094 -0.031 -0.49
C 0.1917 -1.9552 -1.6341 -0.155 -0.302 0.173 0.54
O 0.2781 -2.8722 -2.4321 0.026 0.109 -0.092 -0.73
O -0.8673 -1.2171 -1.4774 0.221 0.054 -0.025 -0.79
H 3.0481 4.7642 -4.5980 -0.012 -0.001 -0.003 0.38
H 3.2750 5.8246 -3.2120 0.010 -0.008 -0.008 0.33
H 1.6471 5.5153 -3.8234 0.002 0.006 0.011 0.34
H 4.5004 3.1588 -3.1836 -0.003 0.002 -0.002 0.38
H 4.4495 1.3091 -1.5070 0.001 -0.001 -0.006 0.52
H 0.8422 2.8405 -0.0959 0.000 -0.048 -0.003 0.12
H 0.5313 4.3247 -2.0872 -0.002 -0.011 0.010 0.33
H 1.4891 -2.5140 -0.0420 -0.048 -0.001 -0.006 0.31
H 2.2687 -1.6171 -1.3338 0.037 0.008 0.017 0.35
C 0.4306 0.8547 -2.9195 -0.016 0.032 -0.016 -1.63
C 0.1006 1.5778 -1.6432 -0.730 0.274 0.059 0.81
O -1.1086 1.8044 -1.3226 0.752 0.052 -0.307 -0.81
H 0.6723 1.6160 -3.6679 0.014 -0.004 0.009 0.44
H -0.4177 0.2646 -3.2474 0.001 -0.002 -0.003 0.52
H 1.3069 0.2171 -2.8113 0.006 -0.014 0.017 0.24



[3]
17
Properties=species:S:1:pos:R:3:forces:R:3:mulliken_charge:R:1 method="wB97M-V/def2-TZVPD" molar_mass_g_mol=265.365 spin_multiplicity=5 homo_lumo_gap_ev="5.26 / 7.43" e_homo_ev="-8.49 / -13.19" fmax_ha_per_bohr=0.106 total_charge=+1 e_above_lowest_kcal_mol=35.7
C -0.7675 1.2251 -1.3414 -1.679 2.532 -0.579 -1.20
Os -0.2161 -0.1756 0.1644 -0.038 2.182 -0.238 0.67
N -1.4200 -1.6825 -0.5050 -2.243 -2.566 -1.405 -0.94
H 0.7466 0.8379 0.8952 0.556 1.573 0.715 -0.08
H 0.1530 0.5638 -1.5655 0.987 -1.570 0.995 0.13
H -0.2058 2.1425 -1.4454 -0.154 0.591 -0.525 0.41
H -1.6403 1.5373 -0.7037 0.703 -0.368 -0.040 0.33
H -1.2490 0.9099 -2.2438 -0.385 0.356 -1.056 0.43
H -1.9674 -2.1449 0.2314 0.098 0.163 -0.291 0.35
H -0.8781 -2.4274 -0.9758 -0.340 0.381 0.232 0.36
H -2.0990 -1.3345 -1.1988 0.171 -0.454 0.311 0.35
C 1.6951 -3.1670 2.8948 -0.233 0.077 0.093 -0.88
C 1.1901 -2.1689 1.9786 -0.519 1.225 -0.575 0.68
N 0.6803 -1.3233 1.3242 3.043 -3.928 2.196 -0.51
H 0.9234 -3.3688 3.6471 0.205 -0.199 0.007 0.29
H 2.5981 -2.7904 3.3836 -0.117 -0.033 -0.069 0.29
H 1.9431 -4.0665 2.3226 -0.054 0.039 0.229 0.30



[4]
78
Properties=species:S:1:pos:R:3:forces:R:3:mulliken_charge:R:1 method="wB97M-V/def2-TZVPD" molar_mass_g_mol=512.662 spin_multiplicity=1 homo_lumo_gap_ev=9.24 e_homo_ev=-9.29 fmax_ha_per_bohr=0.139 smiles="C[C@H]1COC(=O)O1.O=S1(=O)CCCC1.CC(C)=O.CC(C)=O.CC(C)=O.CC(C)=O.CC(C)=O" e_above_lowest_kcal_mol=0.0
C 1.7828 4.4320 -1.9111 1.409 0.838 -0.495 -1.38
C 3.3127 4.5418 -1.6814 -2.313 1.056 0.026 0.45
C 3.8355 3.8184 -0.4930 -0.763 -0.492 0.868 -0.21
O 5.0103 3.2526 -1.0218 1.721 -0.866 4.127 -0.30
C 5.0981 3.3602 -2.2809 4.265 -1.881 -5.441 0.70
O 6.0548 2.9205 -3.0035 -4.073 1.822 3.014 -0.65
O 4.0235 3.9764 -2.7385 -0.260 0.229 -2.132 -0.36
H 1.5378 3.4467 -2.3077 -0.259 -0.058 0.582 0.35
H 1.5376 5.1583 -2.6861 -0.123 -0.071 -0.114 0.36
H 1.2856 4.7917 -1.0103 -0.259 -0.604 0.046 0.38
H 3.5631 5.6015 -1.6321 0.140 0.128 0.027 0.21
H 3.2004 3.0089 -0.1332 -0.178 -0.180 -0.274 0.16
H 3.9715 4.4552 0.3812 0.665 0.048 -0.199 0.28
O -3.6166 -3.7182 -0.9162 0.183 -0.384 -0.298 -0.58
S -3.4595 -5.0776 -0.4465 -2.219 -1.993 1.348 1.05
O -4.0142 -6.2386 -1.1829 1.308 1.983 0.680 -0.66
C -1.7551 -5.3179 0.1258 -0.811 0.748 -0.678 -0.50
C -1.8696 -5.6914 1.5945 -0.249 -0.199 0.592 -0.62
C -3.0473 -4.9280 2.2407 0.033 0.385 -0.526 -0.54
C -4.1895 -5.1760 1.2802 -0.423 0.411 -0.791 -0.75
H -1.4082 -4.2963 -0.0296 0.646 -0.176 0.055 0.20
H -1.3314 -6.0254 -0.5870 0.351 0.006 0.406 0.40
H -2.1584 -6.7411 1.6481 0.417 -0.210 0.132 0.30
H -0.9566 -5.5044 2.1599 0.127 -0.243 -0.251 0.36
H -2.8382 -3.8640 2.3517 0.128 0.152 -0.326 0.25
H -3.2994 -5.2388 3.2546 0.172 -0.447 -0.108 0.32
H -5.0055 -4.4534 1.2892 0.140 0.125 0.056 0.41
H -4.6355 -6.1585 1.4347 0.219 -0.113 -0.308 0.34
C -0.0258 2.5367 5.1774 0.434 1.687 -1.626 -0.87
C 0.9438 3.6160 4.4236 -0.609 -1.348 1.112 0.67
C 1.7964 4.4229 5.3614 0.796 0.275 -0.516 -1.05
O 1.0770 3.7430 3.2306 -0.663 -0.478 0.278 -0.55
H 0.4792 1.5716 5.1372 0.040 0.074 0.371 0.26
H -0.9805 2.4416 4.6600 0.148 -0.017 -0.367 0.25
H -0.2966 2.8928 6.1714 0.554 -0.244 0.125 0.33
H 2.2607 3.8413 6.1578 -0.573 -0.004 0.282 0.34
H 1.2352 5.2888 5.7127 -0.046 -0.158 0.385 0.30
H 2.6355 4.8022 4.7782 -0.082 0.193 -0.105 0.31
C 2.0531 -0.8920 1.9180 -0.577 -1.098 0.901 -0.86
C 1.4149 -1.2890 0.6325 0.894 1.378 -1.398 0.80
C 0.1114 -0.6177 0.3609 -1.350 -0.051 -0.309 -1.16
O 2.0364 -1.8529 -0.2420 -0.361 -0.524 0.343 -0.59
H 2.5571 -1.7612 2.3407 0.556 0.240 -0.140 0.33
H 1.2583 -0.6686 2.6296 0.190 0.561 0.116 0.28
H 2.7129 -0.0472 1.7205 0.011 -0.098 0.252 0.21
H -0.2497 -0.7593 -0.6578 0.184 -0.242 0.035 0.33
H 0.1248 0.4574 0.5396 0.519 0.103 0.119 0.37
H -0.6618 -0.9576 1.0499 -0.086 -0.255 0.091 0.29
C -3.7818 3.0529 1.3413 -0.733 -0.310 -0.342 -0.94
C -4.7552 2.3188 2.2278 0.077 -0.430 1.766 0.82
C -5.5232 1.1328 1.6807 0.616 0.136 -0.240 -0.98
O -4.9329 2.6740 3.3741 0.021 0.125 -0.066 -0.57
H -4.2737 2.9425 0.3749 0.563 0.666 -0.479 0.34
H -2.7812 2.6246 1.2822 -0.135 -0.316 0.124 0.20
H -3.6870 4.0790 1.6968 -0.138 -0.061 -0.239 0.28
H -5.9255 1.4722 0.7262 -0.334 -0.552 -0.076 0.32
H -6.2529 0.6990 2.3644 -0.163 0.674 -0.013 0.30
H -4.8245 0.3122 1.5179 0.250 0.049 -0.468 0.22
C -3.7914 0.7312 -3.6834 -0.271 -0.194 -1.074 -0.87
C -5.2429 0.3654 -3.8975 -1.567 0.517 1.133 0.70
C -5.6446 -0.7199 -4.8502 0.468 0.883 -0.241 -0.99
O -6.0934 0.9472 -3.2365 0.718 -0.250 -0.482 -0.57
H -3.7561 1.8200 -3.7214 0.170 -0.052 0.821 0.32
H -3.1332 0.4121 -4.4916 -0.051 -0.391 0.037 0.33
H -3.5116 0.2244 -2.7599 0.309 0.539 0.144 0.19
H -6.7272 -0.8205 -4.9275 0.192 -0.301 0.484 0.29
H -5.0728 -1.6054 -4.5726 -0.271 -0.265 -0.405 0.29
H -5.3237 -0.3169 -5.8108 0.316 -0.501 -0.365 0.31
C 6.5448 -1.9373 -2.0137 -0.825 -0.093 -0.485 -1.01
C 7.8103 -2.5100 -2.5602 1.998 0.466 0.431 0.85
C 8.0643 -2.5946 -4.0340 -0.857 -0.691 -0.874 -1.07
O 8.7052 -2.8449 -1.7987 -0.732 -0.018 -0.214 -0.56
H 5.9660 -1.3203 -2.7011 0.490 0.377 -0.175 0.30
H 6.7578 -1.3978 -1.0908 -0.203 -0.299 -0.019 0.29
H 5.8451 -2.7639 -1.8908 0.062 -0.227 0.664 0.28
H 7.5475 -3.4779 -4.4093 -0.332 -0.313 0.081 0.29
H 9.0940 -2.7999 -4.3269 0.064 0.518 0.452 0.32
H 7.5883 -1.8018 -4.6110 0.325 0.304 0.150 0.31



[5]
55
Properties=species:S:1:pos:R:3:forces:R:3:mulliken_charge:R:1 method="wB97M-V/def2-TZVPD" molar_mass_g_mol=546.621 spin_multiplicity=5 homo_lumo_gap_ev="5.64 / 5.73" e_homo_ev="-10.24 / -12.07" fmax_ha_per_bohr=0.090 total_charge=+1
O -0.7482 -5.3484 0.3617 -0.237 -0.363 -1.754 -0.52
H -0.1486 -6.0848 0.5200 -0.145 0.057 -0.083 0.32
Ir -0.0533 -0.2210 0.7869 -1.765 -1.025 -1.450 0.29
N -1.4161 0.9873 1.4828 -1.989 3.172 2.741 0.53
N -1.6183 -1.0505 -0.0335 -1.655 -2.716 -2.922 0.56
N 1.4756 0.9368 1.2422 1.416 1.864 1.229 0.12
N 1.3526 -1.2803 -0.0843 1.212 -2.129 -0.870 0.34
O -1.2638 2.0239 2.4123 0.261 -2.944 -2.984 -0.74
O 1.5039 2.1303 1.9893 0.980 -1.612 -1.170 -0.50
O 1.2306 -2.4441 -0.8705 0.268 1.398 1.256 -0.43
O -1.6173 -1.9314 -1.1230 0.458 2.389 3.483 -0.50
C -2.8403 -0.3501 0.1936 -0.622 -0.181 -0.223 0.31
C -2.7362 0.7257 1.0088 -0.652 0.409 0.336 0.15
C 2.5995 0.5378 0.7681 2.090 -0.815 -1.177 0.79
C 2.5130 -0.7362 -0.0682 2.028 0.736 0.446 0.44
C -3.8557 1.6650 1.4473 0.623 -0.436 -0.113 -1.48
H -3.6100 2.6887 1.1638 0.077 0.031 0.114 0.29
H -3.9682 1.6313 2.5312 0.095 0.090 -0.013 0.32
H -4.8199 1.4267 1.0050 0.174 -0.221 -0.110 0.42
C -4.1042 -0.8759 -0.4810 0.689 0.180 0.267 -1.53
H -4.2405 -1.9300 -0.2366 0.108 -0.001 -0.078 0.31
H -4.0086 -0.7907 -1.5638 0.061 -0.098 0.023 0.28
H -5.0081 -0.3501 -0.1838 0.216 0.152 0.161 0.43
C 3.9538 1.2350 0.9391 -0.796 -0.210 0.367 -1.78
C 3.7698 -1.2545 -0.7770 -0.868 0.143 -0.035 -1.83
H 3.9839 1.8570 1.8337 -0.328 -0.003 -0.092 0.45
H 4.1630 1.8786 0.0851 -0.068 -0.006 -0.128 0.35
H 4.7703 0.5209 1.0397 -0.203 -0.175 -0.198 0.45
H 3.5273 -1.8800 -1.6357 -0.257 -0.047 0.200 0.44
H 4.3750 -1.8522 -0.0960 -0.025 0.016 0.125 0.39
H 4.3848 -0.4418 -1.1627 -0.108 0.142 0.247 0.43
H 0.5751 2.2634 2.2295 -1.390 0.091 0.502 0.48
H 0.3630 -2.7959 -0.5911 -0.252 -0.030 -0.454 0.39
C -0.5797 -4.4234 1.3681 0.110 -1.143 2.359 -0.62
H -1.4108 -3.7440 1.4937 -0.010 0.493 -0.759 0.16
H 0.4162 -4.0057 1.4077 0.297 0.879 -0.349 0.25
H -0.6243 -4.9948 2.2958 0.030 0.185 0.610 0.45
O 0.0550 -0.6688 3.0871 0.167 0.216 -0.079 -0.58
H 0.8266 -0.2997 2.5549 -0.617 -0.564 2.250 0.47
H -0.7464 -0.1625 2.7608 0.712 -0.346 1.686 0.60
C 0.2682 3.2841 -0.8827 0.073 -0.026 -0.187 -1.17
C -0.7202 2.1335 -1.0990 -0.849 1.820 -1.370 -0.11
O -0.1743 0.7968 -1.0757 0.151 1.941 -2.039 -0.07
C 0.8568 0.5958 -2.0584 0.477 0.009 -2.025 0.04
C 0.5171 1.0763 -3.4814 -0.339 0.613 -0.055 -1.55
H 0.6905 3.2648 0.1253 0.002 0.047 -0.212 0.22
H -0.2809 4.2456 -0.9859 0.286 -0.666 0.004 0.47
H 1.0898 3.2844 -1.6221 -0.356 0.053 0.331 0.29
H -1.2491 2.2824 -2.0631 0.617 -0.327 0.217 0.57
H -1.5518 2.2815 -0.4157 0.358 -0.778 0.426 0.05
H 1.8095 1.0753 -1.7501 -0.516 -0.309 0.065 0.16
H 0.9834 -0.4815 -2.2412 -0.047 0.334 0.822 0.27
H 0.4163 2.1782 -3.5462 -0.021 -0.626 -0.053 0.37
H 1.3439 0.7945 -4.1688 -0.494 0.018 0.538 0.45
H -0.4199 0.5967 -3.8360 0.575 0.319 0.174 0.32



[6]
11
Properties=species:S:1:pos:R:3:forces:R:3:mulliken_charge:R:1 method="wB97M-V/def2-TZVPD" molar_mass_g_mol=80.538 spin_multiplicity=1 homo_lumo_gap_ev="9.19 / 8.80" e_homo_ev="-14.15 / -13.85" fmax_ha_per_bohr=0.110 total_charge=+1 e_above_lowest_kcal_mol=85.1
C -1.2154 -0.1919 -0.0637 0.783 -3.229 -0.793 -0.70
C 1.2812 -1.0831 0.0198 1.032 -0.946 1.303 -0.43
N -0.7418 1.0975 -0.0496 2.230 3.250 4.042 -0.26
Cl 2.0991 0.4390 -0.0524 -0.304 -0.282 -0.388 -0.13
H -1.5155 -0.6491 0.8336 -0.462 0.088 1.163 0.35
H -1.1449 -0.9244 -0.8776 -0.200 1.355 -0.233 0.45
H 0.9047 -1.5489 -0.8960 0.697 0.346 0.285 0.35
H 1.8477 -1.6961 0.8186 -1.682 0.746 -1.357 0.32
H -0.9171 1.5783 0.9163 -0.474 -1.010 -1.976 0.45
H -0.9778 1.7888 -0.7333 -0.560 0.170 -1.063 0.38
H 0.3797 1.1900 0.0841 -1.061 -0.487 -0.984 0.23



Copy entry 1 word for word.
22
Properties=species:S:1:pos:R:3:forces:R:3:mulliken_charge:R:1 method="wB97M-V/def2-TZVPD" molar_mass_g_mol=116.184 spin_multiplicity=1 homo_lumo_gap_ev=9.19 e_homo_ev=-13.64 fmax_ha_per_bohr=0.097 total_charge=+1 e_above_lowest_kcal_mol=101.3
C -0.2583 -0.7324 -1.5406 -0.503 1.538 1.162 0.13
C -0.5159 -0.3515 -0.2895 0.810 -0.218 -0.618 0.40
C -1.4138 -1.2233 -2.3733 3.163 -3.255 -2.044 -1.18
C 0.6779 2.3970 0.1734 0.424 -1.068 -3.050 -1.04
C 2.0138 0.6659 1.0935 2.131 1.171 0.402 -0.83
C -1.1775 -1.7239 1.4653 -0.876 -2.699 1.487 -0.59
N 0.7170 1.1859 0.8938 -3.405 -1.483 -0.400 -0.24
O -1.2846 -0.5905 0.6668 -1.314 2.085 -0.784 -0.31
H 0.6028 -0.3736 -2.0491 0.800 0.149 -0.126 0.38
H -1.5436 -0.6778 -3.2751 -0.349 1.235 -0.313 0.35
H -2.2170 -1.3312 -1.7716 -2.996 -0.138 1.420 0.38
H -1.2153 -2.2750 -2.8749 -0.013 1.694 1.436 0.32
H -0.3071 2.6275 -0.1518 -0.966 0.214 -0.112 0.34
H 1.0840 3.2165 0.6599 1.062 1.589 1.059 0.39
H 1.2485 2.1230 -0.7322 -0.091 1.022 0.047 0.36
H 2.5660 1.2928 1.8137 0.018 -0.071 -0.108 0.36
H 1.9996 -0.3133 1.5223 0.092 -0.769 -0.228 0.31
H 2.5869 0.7957 0.1243 -0.685 -0.764 1.080 0.28
H -0.8860 -2.5777 0.7930 0.184 0.680 1.050 0.34
H -2.2189 -1.9894 1.9038 1.796 0.800 -0.789 0.25
H -0.4821 -1.4519 2.2955 -0.417 -0.775 -0.648 0.29
H 0.0235 1.3073 1.6528 1.136 -0.937 0.075 0.30